# 1
{"formula": "C63H74BN9O4RbS4Sb2", "method": "ωB97M-V/def2-TZVPD", "elements": ["H", "C", "H", "H", "H", "C", "H", "C", "N", "C", "H", "C", "H", "H", "C", "C", "C", "H", "H", "Sb", "C", "C", "H", "H", "H", "H", "H", "C", "B", "C", "H", "H", "C", "C", "H", "H", "H", "H", "N", "O", "H", "H", "C", "N", "C", "H", "H", "C", "H", "H", "H", "C", "H", "H", "H", "S", "C", "H", "H", "H", "N", "C", "H", "C", "C", "C", "N", "H", "S", "H", "H", "H", "O", "C", "C", "C", "H", "H", "C", "C", "C", "C", "H", "C", "H", "C", "H", "H", "C", "H", "O", "H", "C", "C", "H", "H", "C", "H", "H", "C", "H", "H", "H", "C", "H", "O", "H", "S", "C", "C", "C", "N", "C", "C", "C", "H", "C", "Rb", "C", "H", "C", "H", "H", "N", "C", "C", "C", "H", "C", "C", "N", "H", "C", "H", "H", "C", "N", "C", "H", "S", "C", "C", "H", "C", "C", "H", "Sb", "H", "C", "C", "C", "H", "C", "H", "H", "H", "H", "H"], "positions_angstrom": [[0.9278, 0.2872, -8.6183], [-4.6956, -1.9218, -2.7070], [-8.2562, -1.2367, -4.0915], [-0.0680, -3.2346, -3.2866], [-7.7602, -0.8508, -1.6993], [-5.7096, -1.4627, -1.8699], [-4.7317, 1.5416, -1.6728], [3.8418, 0.4391, 1.3030], [1.6295, 2.5503, -0.4870], [0.2894, -5.2366, 3.0414], [6.4967, -0.4193, 1.1223], [-1.2335, 2.0374, 3.7688], [-3.3683, 0.9276, 2.3356], [-1.6260, 4.7324, -3.5055], [1.8736, -7.0428, -2.6971], [-1.1443, 0.8304, 3.2052], [-6.2656, -1.8985, -4.5453], [-0.7455, -3.7278, -0.8232], [-0.6147, 6.6731, 3.2730], [-2.6841, -2.0582, -1.9467], [-2.6090, 4.7693, 3.3877], [-3.2440, -3.2913, -0.2412], [-4.6486, -4.5331, -1.2831], [-2.4720, 3.9073, -1.3010], [4.1663, 3.3791, -3.6747], [-2.3370, -3.7127, 3.0073], [-2.3823, -3.6257, -4.1750], [-4.1371, -4.3546, -0.3423], [1.5109, 1.5577, 0.7205], [2.4844, 3.9906, 4.5413], [3.0792, 1.7407, 6.0342], [-0.7884, -1.1179, 4.0044], [-2.8479, -3.8979, 2.0694], [0.3165, 4.0398, -1.6836], [2.4699, 4.7274, 5.3488], [-2.3760, -0.9249, 3.2806], [5.6400, -1.6010, 2.0868], [-0.7463, 7.1157, -0.6699], [0.5217, 3.3186, -0.6310], [-2.5527, 0.4127, -3.5012], [-5.0726, -6.0132, 0.6415], [0.7247, 5.5473, 2.9460], [3.7883, 3.1940, 4.5844], [0.3282, 1.9116, 1.5878], [-4.3781, -5.1871, 0.7416], [4.9216, 4.6692, 3.4673], [-5.2315, 1.2828, 0.7695], [-2.6162, -3.0657, 0.9814], [4.8394, 1.9221, 6.0171], [2.3840, 4.5017, 3.5846], [1.8362, -8.7379, -4.0140], [-4.9897, -2.1309, -4.0500], [2.6324, 0.7872, -8.5250], [5.9280, 3.6236, 4.4789], [-2.9362, 5.7567, 3.7251], [2.0107, -1.5906, -4.8336], [1.9024, -8.3999, -2.9864], [1.3657, 1.8705, -7.9568], [-0.4123, -5.4762, 1.0344], [-2.8419, 4.6711, 2.3253], [-1.6018, 1.1997, -0.5007], [2.5901, -4.1800, 1.9188], [5.7050, 1.2486, 4.0399], [2.4659, -4.2589, 3.2986], [-1.2231, 5.5858, -2.9580], [-6.9838, -1.2173, -2.3607], [2.8626, 2.2003, 2.5898], [3.8342, 3.1749, 6.7508], [0.1540, -1.0564, -0.3734], [-3.1784, 4.0137, 3.9347], [0.2658, 4.5935, 5.3085], [-2.0137, 6.3295, -2.8374], [1.2271, 0.0766, 0.4461], [2.6881, 2.7710, -1.3608], [-0.6432, -4.1078, -2.9567], [-0.0303, 6.3166, -0.8808], [2.1829, -9.5995, 0.1625], [2.8269, -1.3414, -8.2728], [-7.2645, -1.4332, -3.7027], [2.0969, -8.8812, -0.6444], [-0.3124, -4.4601, -1.5059], [3.8297, 2.1858, 3.4467], [6.7656, -0.4717, 2.8888], [-1.8567, 1.0199, 0.7988], [-6.4785, -2.0739, -5.5932], [-0.3523, 5.6943, 2.8632], [0.7638, 6.7218, -1.5140], [1.7905, -6.3268, -3.5099], [-1.6139, -0.4212, 3.8842], [-1.9136, -2.2435, 1.0839], [-1.6591, 2.4346, -3.2674], [3.4795, -3.7421, 1.4813], [-4.2126, 1.2500, 0.4014], [4.8979, 1.2619, 3.3172], [3.4427, 1.7987, -3.8787], [2.8786, -2.6436, -7.1523], [4.9755, 4.1555, 4.4287], [2.1182, -7.1884, 0.6689], [-0.6097, -5.6573, 3.4778], [1.6648, 0.8283, -8.0186], [1.6265, 3.3247, 4.6418], [-0.3413, -4.9418, -3.6011], [-4.2132, -2.4664, -4.7269], [-3.9444, 1.4003, -0.9441], [0.4178, 5.9862, 0.0563], [0.6610, -1.1727, 2.3312], [-1.5830, 4.2306, 0.1916], [3.9303, -0.5628, -0.0370], [1.1242, 3.8361, -2.8446], [2.0910, -0.9787, -6.3809], [-1.0991, 4.5971, 3.6201], [0.1160, 3.1157, 2.1257], [-0.7327, 5.1388, -1.5803], [2.0158, -9.3237, -1.9569], [-3.7240, -4.9664, 1.9475], [-5.4986, -1.2966, -0.8186], [-0.7084, 3.2211, 3.1091], [0.0688, 0.3288, -2.9988], [-2.2709, 1.4418, -2.8366], [-2.7254, -4.6800, -2.7887], [1.5620, -4.6186, 1.0910], [1.2060, -4.8288, 4.9383], [-1.0721, 5.7458, 5.4547], [2.4914, -1.7552, -7.4186], [-2.6149, 1.3680, -1.3491], [3.2180, 2.8679, -3.8353], [-0.6578, 0.8180, 1.7672], [-2.6009, 5.5040, -0.5346], [6.0272, -0.5812, 2.0926], [-1.9274, 4.6686, -0.7456], [2.8482, 1.3700, 1.5490], [0.8057, 4.2028, -3.8118], [2.2831, 3.1567, -2.6987], [2.7873, 3.1976, -4.7831], [1.3336, 0.8068, -5.9301], [-2.1381, -3.8258, -3.1294], [1.7641, 0.2941, -6.6754], [4.9106, 0.3943, 2.2770], [-2.0354, -0.1828, 4.8625], [4.2975, 2.8347, -0.9668], [0.2622, -0.4005, 1.4863], [1.3144, -4.7877, 3.8612], [-0.4201, 6.0461, -3.5398], [-0.7983, 4.7427, 5.1191], [2.0620, -7.5213, -0.3609], [-1.6263, 2.1276, 4.7751], [1.8111, -4.4329, -1.0349], [4.9587, 4.9036, 5.2250], [1.9453, -6.5837, -1.3827], [3.8935, 2.4598, 5.9271], [-3.1612, 1.0511, 1.2837], [-0.6181, 5.6711, 1.8086], [0.4087, -5.1461, 1.6624], [3.2642, -3.8960, 3.9357], [-3.8982, -5.6287, 2.7869], [-1.3617, 4.0269, 5.7203], [2.0445, -10.3837, -2.1786], [-0.7245, -5.4393, -1.2556]], "relative_energy_kcal_mol": 93.51, "e_lumo_ev": 1.37, "multiplicity": 1, "total_charge": -1}


# 2
{"formula": "C47H53ClF6O6SSi", "method": "ωB97M-V/def2-TZVPD", "elements": ["H", "C", "C", "H", "F", "C", "H", "C", "H", "H", "H", "C", "C", "C", "H", "C", "H", "C", "C", "H", "H", "H", "H", "C", "H", "H", "C", "H", "O", "C", "C", "H", "C", "O", "F", "H", "H", "H", "C", "H", "F", "C", "O", "C", "F", "H", "H", "Cl", "C", "H", "H", "H", "C", "H", "H", "C", "H", "H", "F", "H", "C", "C", "H", "C", "H", "C", "H", "C", "C", "C", "C", "C", "H", "H", "C", "H", "H", "H", "C", "C", "C", "H", "C", "C", "H", "C", "H", "C", "C", "C", "S", "H", "C", "C", "H", "O", "H", "C", "H", "C", "H", "O", "Si", "H", "H", "O", "H", "C", "C", "H", "F", "H", "C", "H", "H"], "positions_angstrom": [[4.2334, 13.1405, 3.0535], [-3.1292, -1.3896, -2.9344], [-0.3710, -0.2947, -2.0404], [-13.0431, -5.1520, -1.7673], [0.0082, -6.4592, 0.7302], [3.6135, -0.2310, 4.9148], [-0.0801, -3.1669, -2.0997], [-1.3144, -9.0222, 2.8979], [0.7026, -0.4147, -2.2352], [-1.6252, -0.1616, -5.0196], [-0.5317, -0.7336, -1.0504], [-10.5333, -2.9850, -2.2954], [-1.1427, -8.2162, 1.7818], [0.4557, -7.8562, 4.0300], [-1.3481, -3.8932, -3.0677], [3.0336, 5.3099, 4.2854], [-0.8835, 1.4757, -0.9699], [4.4105, 5.2613, 4.3623], [3.2533, 6.5070, 2.2076], [-0.1313, 4.2988, -2.9349], [3.4342, 2.7405, 6.5342], [3.7375, -5.1593, 1.7418], [6.8936, 0.5138, 5.3066], [-3.9567, -1.8879, -4.1420], [2.9939, -1.0082, 4.4870], [1.0041, 1.6112, -3.2222], [4.6372, 12.2570, 2.5781], [-1.7533, -8.3319, 0.8970], [0.0359, -4.5768, -4.9802], [1.8295, -3.8808, -3.5047], [3.3996, -4.1587, 1.5031], [4.4671, -0.9474, 1.5581], [-12.0464, -4.7882, -1.9785], [1.8233, 3.4159, -4.9269], [4.9815, 4.6471, 5.4211], [-12.6003, -2.7029, -1.8379], [0.6833, -2.6702, -4.8323], [-2.0737, -9.7925, 2.8871], [3.0596, 0.8817, 5.5329], [5.2598, 6.8767, 1.5410], [-10.2966, -1.6485, -2.3305], [-11.8121, -3.4208, -2.0191], [-7.6208, -1.4337, -3.7709], [5.6614, 10.0129, 1.3711], [6.1693, 8.9084, 0.7794], [2.1857, -0.6028, 0.6161], [-4.1596, -2.9563, -4.0300], [-0.3453, 2.0274, -6.0606], [2.4562, 5.9432, 3.1940], [2.7953, 6.9958, 1.3577], [0.2088, -5.4001, -4.5076], [1.6958, -4.6632, -2.7505], [-9.7340, -5.2127, -2.4792], [-3.3703, -2.0269, -2.0787], [-8.9241, -5.9080, -2.6545], [-0.7796, 1.1928, -2.0220], [-0.6585, -9.4742, 4.8895], [3.6452, 9.4195, 0.9950], [0.4861, -2.4923, 0.1811], [2.7109, 11.4454, 2.0958], [-0.5188, -8.8444, 4.0214], [4.6370, 6.4419, 2.3089], [6.3012, 5.7514, 3.5008], [-0.1637, -7.2453, 1.8187], [1.4460, -4.8016, 0.8247], [1.7257, -2.6875, 0.6877], [-8.1194, -1.0193, -3.0483], [4.9872, -0.3320, 4.8521], [4.2922, 10.1708, 1.4258], [6.5358, 10.9402, 1.8994], [0.5008, -3.5061, -4.1528], [-6.3446, -1.6395, -3.3286], [5.8949, 2.5190, 6.3839], [2.5098, -4.2577, -4.2747], [3.7821, 11.3058, 2.0392], [2.4332, 4.8595, 5.0639], [-3.4094, -1.7795, -5.0825], [-1.3871, 3.2354, -3.5774], [3.8132, -1.7936, 1.3946], [5.2547, 1.7490, 5.9791], [4.2432, -3.0756, 1.7091], [-11.1993, -6.7491, -2.1693], [5.8210, 0.6360, 5.3751], [2.5426, -1.5912, 0.8743], [0.8310, 2.5980, -1.7907], [-11.0111, -5.6846, -2.2056], [-1.7608, 1.3654, -2.4773], [-0.5595, -3.1375, -3.0858], [0.2740, 2.1549, -2.6193], [-5.3045, -1.1729, -4.3099], [0.4083, 3.5990, -5.0094], [1.3972, -6.2692, 2.9064], [-0.3124, 3.3329, -3.4142], [2.1225, -3.9733, 0.9895], [-5.1858, -0.0980, -4.1328], [-0.1520, 4.7845, -5.5816], [7.6021, 10.7719, 1.8351], [6.0110, 12.0724, 2.5055], [1.3782, 5.9957, 3.1174], [5.2265, 5.8135, 3.3963], [6.6806, 12.8131, 2.9217], [-1.0208, -0.8834, -4.8075], [-1.2761, -1.4165, -3.2415], [-3.4628, -0.3802, -2.6637], [1.9832, 0.9722, 5.5978], [-6.1246, -2.1463, -2.2694], [1.0746, -7.7122, 4.9054], [0.6432, -7.0449, 2.9200], [3.8735, 1.8738, 6.0610], [-8.5008, -3.4585, -2.7407], [5.5346, -1.4134, 4.2556], [-5.7104, -1.3134, -5.3142], [-9.4853, -3.8487, -2.5322], [5.2336, -3.2275, 2.1151], [2.3138, -3.0153, -3.0443]], "e_lumo_ev": 0.22, "multiplicity": 1, "smiles": "C[C@@H](O)C[Si@](O)(CCCCS(=O)(=O)Cl)CCCC(=O)O.Fc1ccccc1.Fc1ccccc1.Fc1ccccc1.Fc1ccccc1.Fc1ccccc1.Fc1ccccc1"}


# 3
{"formula": "C9H13NO3", "method": "ωB97M-V/def2-TZVPD", "elements": ["C", "C", "C", "H", "N", "O", "H", "H", "H", "C", "H", "H", "H", "H", "O", "O", "H", "C", "C", "H", "H", "C", "H", "C", "H", "C"], "positions_angstrom": [[1.1530, -0.5748, 0.4829], [1.1433, 1.7611, -0.5787], [-2.0429, -1.8657, -0.0594], [0.3153, 2.3241, -2.6561], [-1.4826, 0.1899, 1.3630], [1.2038, -0.7825, 1.6883], [-0.5773, 2.7518, -1.0384], [-1.8671, 0.5024, 2.2911], [-2.9980, -2.4119, 0.0363], [0.3451, 0.4952, -0.2161], [0.0060, 0.1239, -1.1525], [2.4402, -2.2509, -0.0211], [0.6738, 3.6704, -1.7811], [1.3617, -1.6183, -1.3477], [-0.7553, 2.2361, 1.0212], [-0.9551, -3.0920, 2.6713], [-2.1604, -1.0504, -0.7744], [-1.0884, -2.1184, 2.0951], [-0.6894, 1.0661, 0.7870], [-1.2408, -2.4939, -0.4212], [2.6986, -0.6191, -0.6680], [1.9858, -1.3912, -0.5547], [1.4973, 2.3591, 0.3105], [0.3464, 2.6996, -1.5763], [2.1084, 1.3167, -1.1117], [-1.4214, -1.2275, 1.2106]], "relative_energy_kcal_mol": 0.00, "e_lumo_ev": [0.64, -1.90], "multiplicity": 3, "s_squared": 2.007}